[1]
Formula: C5H11NO2
Source: the OMol25 dataset
Level of theory: the ωB97M-V functional and the def2-TZVPD basis

Each line ends with the Mulliken spin population.
Cartesian coordinates (Å):
O (-2.4971, -1.0405, 3.0320)  0.00
C (-2.4037, -0.2465, 2.1319)  0.07
N (-1.2495, 0.2181, 1.6024)  -0.17
C (-1.2137, 1.1063, 0.4531)  0.27
C (-0.9109, 0.4068, -0.8565)  -0.18
C (0.5089, -0.1258, -0.7848)  1.27
C (0.8842, -1.1989, -1.4528)  0.46
H (-3.2805, 0.1950, 1.6216)  0.01
H (-0.3856, -0.2036, 1.9084)  -0.03
H (-2.1910, 1.6139, 0.4417)  -0.02
H (-0.5154, 1.9301, 0.5985)  -0.06
H (-1.0629, 1.1457, -1.6559)  -0.11
H (-1.6903, -0.3334, -1.0559)  -0.04
H (1.2420, 0.2946, -0.1034)  -0.16
H (0.3477, -1.6582, -2.2803)  0.01
H (1.8715, -1.6320, -1.3407)  -0.57
H (4.4171, -0.4874, -0.0588)  -0.23
H (4.3059, 0.3301, -1.3809)  -0.06
O (3.8232, -0.3142, -0.8198)  0.53

Properties
multiplicity	2
charge	-1
relative energy (zero: lowest compared OMol25 entry of this formula, charge and spin)	1.014	eV
expectation value of S²	0.750
HOMO level (alpha / beta)	0.919 / -6.604	eV

[2]
Formula: C19H17F5N4PPdS
Source: the OMol25 dataset
Level of theory: the ωB97M-V functional and the def2-TZVPD basis

Each line ends with the Löwdin charge.
Cartesian coordinates (Å):
Pd (0.1748, 1.3439, 0.7575)  0.48
F (2.5631, 3.0418, 7.1895)  0.31
C (2.1771, 3.0651, 5.9760)  -0.02
C (1.6460, 1.8616, 5.4120)  -0.11
F (1.5738, 0.8003, 6.1658)  0.22
C (1.2333, 1.8630, 4.1218)  -0.19
F (0.7241, 0.7737, 3.5944)  0.13
C (1.3279, 3.0554, 3.3058)  -0.43
S (0.9127, 3.1761, 1.7262)  1.04
C (1.8538, 4.2659, 3.9445)  -0.18
F (1.9276, 5.3493, 3.2379)  0.20
C (2.2775, 4.2653, 5.2417)  -0.11
F (2.7629, 5.3304, 5.8128)  0.23
N (5.9470, -2.3088, -1.3319)  0.23
C (5.0893, -1.6576, -0.9290)  -0.14
C (4.0138, -0.8447, -0.4273)  -0.18
C (3.8155, 0.4344, -0.9595)  0.02
C (2.8006, 1.2370, -0.4630)  -0.07
C (1.9826, 0.6899, 0.5131)  -0.29
C (2.1879, -0.5427, 1.1126)  -0.07
C (3.2054, -1.3370, 0.5971)  0.02
H (4.4632, 0.7948, -1.7475)  0.15
H (2.6443, 2.2308, -0.8650)  0.12
H (1.5687, -0.9126, 1.9220)  0.11
H (3.3867, -2.3239, 1.0012)  0.15
C (-5.1679, 0.1992, -0.2888)  -0.08
N (-4.9509, 1.6262, 0.2711)  -0.06
C (-4.9792, 2.6114, -0.9221)  -0.08
N (-4.0149, 2.2348, -1.8928)  -0.14
C (-4.2616, 0.8758, -2.3793)  -0.12
N (-4.1966, -0.0904, -1.2817)  -0.14
C (-2.8493, -0.2695, -0.7558)  -0.28
P (-2.2167, 1.3315, -0.0589)  0.99
C (-3.6628, 1.7272, 1.0364)  -0.23
C (-2.6359, 2.4534, -1.4743)  -0.28
H (-6.1722, 0.1946, -0.7110)  0.16
H (-5.1154, -0.4892, 0.5537)  0.15
H (-5.7266, 1.8513, 0.8995)  0.19
H (-4.7949, 3.6076, -0.5222)  0.15
H (-5.9875, 2.5553, -1.3309)  0.16
H (-3.5269, 0.6188, -3.1397)  0.15
H (-5.2523, 0.8349, -2.8314)  0.15
H (-2.1877, -0.6052, -1.5561)  0.11
H (-2.8453, -1.0408, 0.0167)  0.11
H (-3.5773, 2.7406, 1.4302)  0.11
H (-3.7057, 1.0316, 1.8753)  0.11
H (-1.9637, 2.2510, -2.3098)  0.11
H (-2.4903, 3.4957, -1.1841)  0.11

Properties
charge	+3
HOMO level (alpha / beta)	-17.427 / -17.422	eV

[3]
Formula: C36H38B2Cl4F4N7O9SSeSr
Source: the OMol25 dataset
Level of theory: the ωB97M-V functional and the def2-TZVPD basis

Each line ends with the Löwdin charge.
Cartesian coordinates (Å):
Sr (0.1095, 1.1500, -0.5148)  1.55
C (-0.8512, 3.5046, 4.0007)  -0.01
C (-0.4017, 2.8745, 2.7127)  -0.27
N (-0.4383, 1.6224, 2.4709)  0.06
O (-0.9173, 0.8515, 3.4755)  0.02
B (-1.5608, -0.4450, 3.0863)  -1.10
F (-0.9329, -1.4715, 3.7927)  0.13
F (-2.9123, -0.3523, 3.4696)  0.12
O (-1.4609, -0.8053, 1.6515)  -0.01
N (-1.7939, 0.2155, 0.7927)  -0.05
C (-2.9059, 0.1525, 0.1725)  -0.27
C (-3.9229, -0.9294, 0.3513)  0.00
C (-3.1527, 1.3390, -0.6875)  -0.26
N (-2.1069, 1.9609, -1.0889)  -0.05
O (-2.3116, 3.1686, -1.6731)  0.04
B (-1.1796, 4.1437, -1.7141)  -1.07
F (-0.5397, 4.1280, -2.9532)  0.15
F (-1.7732, 5.3957, -1.5158)  0.12
O (-0.0876, 3.9655, -0.6846)  0.00
N (-0.4989, 3.3441, 0.4653)  -0.04
C (0.0374, 3.6975, 1.5641)  -0.28
C (1.0535, 4.7835, 1.7277)  0.01
C (-4.5500, 1.8235, -0.9328)  0.00
H (-1.6119, 2.8541, 4.4300)  0.08
H (-1.2624, 4.4977, 3.8239)  0.08
H (-0.0286, 3.5733, 4.7171)  0.08
H (-3.4437, -1.7699, 0.8469)  0.09
H (-4.3247, -1.2440, -0.6123)  0.07
H (-4.7375, -0.5752, 0.9853)  0.09
H (2.0290, 4.3854, 1.4363)  0.08
H (1.1022, 5.1285, 2.7596)  0.07
H (0.8181, 5.6125, 1.0605)  0.09
H (-5.1689, 1.6839, -0.0466)  0.08
H (-5.0013, 1.2697, -1.7595)  0.09
H (-4.5046, 2.8754, -1.2025)  0.08
Cl (1.8874, -4.8699, -4.6289)  0.64
C (1.3117, -3.7055, -3.4931)  -0.71
C (0.0661, -3.1117, -3.6545)  -0.70
Cl (-0.8832, -3.4690, -5.0457)  0.66
C (-0.4194, -2.2245, -2.6937)  -0.60
Cl (-1.9796, -1.5233, -2.8201)  0.78
C (0.3432, -1.9159, -1.5639)  -0.41
O (-0.0412, -1.1332, -0.5985)  -0.42
C (1.6201, -2.4944, -1.4356)  -0.32
O (2.3570, -2.1777, -0.3452)  -0.36
C (2.0956, -3.3737, -2.3830)  -0.59
Cl (3.6784, -4.0391, -2.1748)  0.72
C (1.6975, -2.6949, 4.5055)  -0.10
C (2.8308, -1.7922, 4.9870)  -0.24
C (2.4595, -0.3071, 5.0231)  -0.16
C (2.1742, 0.3145, 3.6536)  -0.14
N (3.3055, 0.1616, 2.7488)  0.00
C (3.3509, -0.6625, 1.6739)  -0.32
Se (1.6004, -1.0448, 0.8988)  1.35
N (4.6088, -0.6422, 1.1929)  0.02
C (5.2147, -1.5027, 0.1879)  -0.12
C (6.1952, -2.4931, 0.8262)  -0.17
C (5.5978, -3.2871, 1.9905)  -0.24
C (4.3860, -4.1269, 1.5885)  -0.09
C (5.3469, 0.2997, 1.8928)  -0.15
C (6.6257, 0.7943, 1.6971)  0.00
C (7.0373, 1.8233, 2.5269)  -0.08
C (6.2066, 2.3289, 3.5295)  -0.08
C (4.9307, 1.8301, 3.7289)  0.01
C (4.5118, 0.8153, 2.8814)  -0.14
H (1.9742, -3.7455, 4.6077)  0.07
H (1.4479, -2.5120, 3.4614)  0.04
H (0.7891, -2.5181, 5.0812)  0.07
H (3.7143, -1.9325, 4.3545)  0.09
H (3.1182, -2.0882, 5.9994)  0.10
H (3.2693, 0.2482, 5.5059)  0.10
H (1.5544, -0.1783, 5.6212)  0.13
H (1.9632, 1.3781, 3.7654)  0.13
H (1.2910, -0.1437, 3.2142)  0.06
H (5.7272, -0.8612, -0.5294)  0.13
H (4.4322, -2.0335, -0.3353)  0.07
H (7.0802, -1.9608, 1.1846)  0.10
H (6.5162, -3.1865, 0.0449)  0.12
H (5.3212, -2.5996, 2.7957)  0.09
H (6.3749, -3.9425, 2.3918)  0.11
H (3.5462, -3.5015, 1.2837)  0.05
H (4.0525, -4.7461, 2.4222)  0.07
H (4.6366, -4.7816, 0.7516)  0.06
H (7.2583, 0.4346, 0.8980)  0.12
H (8.0180, 2.2584, 2.3867)  0.10
H (6.5570, 3.1443, 4.1485)  0.10
H (4.2805, 2.2322, 4.4944)  0.11
O (0.1900, 0.6064, -3.2120)  0.05
C (1.2384, 1.0727, -2.7956)  -0.59
N (1.9378, 0.5667, -1.7587)  -0.22
S (2.7995, 1.7179, -1.0718)  0.62
O (2.1161, 2.0776, 0.1683)  -0.45
O (4.1922, 1.4020, -0.8915)  -0.27
C (2.6566, 2.9274, -2.3706)  -0.19
C (3.3076, 4.1200, -2.5990)  -0.03
C (3.0850, 4.7422, -3.8202)  -0.06
C (2.2297, 4.1820, -4.7649)  -0.06
C (1.5739, 2.9859, -4.5145)  0.00
C (1.8161, 2.3590, -3.3087)  -0.13
H (3.9621, 4.5530, -1.8537)  0.12
H (3.5808, 5.6800, -4.0344)  0.10
H (2.0704, 4.6928, -5.7055)  0.11
H (0.8786, 2.5508, -5.2191)  0.13

Properties
charge	-1
relative energy (zero: lowest compared OMol25 entry of this formula, charge and spin)	2.559	eV
HOMO level	-5.335	eV

Question: charge of number 1 (C5H11NO2)?
Answer: -1